{"formula": "C20H61N4O9", "method": "ωB97M-V with the def2-TZVPD basis set", "orbital_gap_ev": [9.85, 7.35], "charge": 0, "homo_energy_ev": [-9.53, -9.53], "energy_ha": -1694.482352, "multiplicity": 2, "elements": ["C", "C", "O", "H", "H", "H", "H", "H", "C", "C", "O", "H", "H", "H", "H", "H", "H", "C", "C", "C", "O", "C", "N", "H", "H", "H", "H", "H", "H", "H", "H", "H", "H", "H", "C", "C", "C", "O", "C", "N", "H", "H", "H", "H", "H", "H", "H", "H", "H", "H", "H", "C", "C", "C", "O", "C", "N", "H", "H", "H", "H", "H", "H", "H", "H", "H", "H", "H", "C", "C", "C", "O", "C", "N", "H", "H", "H", "H", "H", "H", "H", "H", "H", "H", "H", "O", "H", "H", "O", "H", "H", "O", "H", "H"], "positions_angstrom": [[0.640, 2.073, 1.078], [-0.781, 1.399, 1.194], [-1.459, 1.581, 2.389], [1.244, 1.477, 0.394], [1.161, 2.038, 2.034], [0.657, 3.064, 0.625], [-0.904, 0.377, 0.836], [-1.344, 1.873, 0.390], [3.853, 4.037, 0.624], [3.483, 3.631, 2.125], [4.279, 4.338, 3.080], [3.025, 3.700, 0.001], [4.773, 3.531, 0.333], [3.949, 5.123, 0.590], [3.591, 2.559, 2.288], [2.424, 3.818, 2.304], [3.955, 4.270, 3.981], [4.233, 0.783, -0.751], [3.645, 0.301, -2.091], [3.332, -1.134, -2.134], [2.548, -1.527, -3.254], [2.410, -2.936, -3.300], [2.436, 1.102, -2.497], [5.265, 0.452, -0.634], [3.548, 0.717, 0.094], [4.106, 1.845, -0.961], [4.417, 0.451, -2.845], [2.931, -1.533, -1.203], [4.274, -1.679, -2.187], [3.325, -3.350, -3.723], [1.656, -3.232, -4.030], [2.237, -3.380, -2.320], [1.840, 1.069, -1.683], [1.993, 0.416, -3.091], [0.188, -3.796, 4.765], [1.358, -2.834, 4.722], [1.743, -2.477, 3.334], [3.015, -1.897, 3.253], [3.327, -1.622, 1.858], [0.929, -1.580, 5.334], [0.044, -4.288, 5.727], [0.228, -4.568, 3.997], [-0.794, -3.324, 4.781], [2.233, -3.141, 5.296], [0.962, -1.790, 3.008], [1.650, -3.315, 2.644], [2.569, -0.917, 1.518], [3.317, -2.521, 1.241], [4.330, -1.198, 1.814], [1.734, -0.998, 5.519], [0.817, -1.798, 6.314], [-3.150, -2.052, -1.158], [-2.731, -3.332, -1.837], [-1.781, -3.009, -3.019], [-1.761, -4.100, -3.913], [-1.292, -3.969, -5.282], [-2.095, -4.088, -0.796], [-2.345, -1.405, -0.809], [-3.824, -2.372, -0.363], [-3.714, -1.368, -1.792], [-3.644, -3.885, -2.058], [-0.829, -2.508, -2.841], [-2.307, -2.247, -3.594], [-0.258, -3.696, -5.073], [-1.715, -3.046, -5.678], [-1.384, -4.840, -5.931], [-2.256, -5.054, -1.041], [-2.713, -3.987, -0.003], [-5.185, 4.804, -2.780], [-4.215, 4.596, -1.628], [-3.860, 3.244, -1.074], [-4.987, 2.634, -0.460], [-4.675, 1.435, 0.261], [-3.052, 5.415, -1.898], [-6.223, 4.574, -2.538], [-4.823, 4.395, -3.723], [-5.283, 5.874, -2.965], [-4.732, 5.089, -0.805], [-3.002, 3.225, -0.401], [-3.637, 2.537, -1.872], [-5.480, 1.062, 0.894], [-3.845, 1.518, 0.962], [-4.347, 0.641, -0.409], [-2.684, 5.592, -0.974], [-2.309, 4.882, -2.328], [0.223, -0.705, -1.497], [-0.704, -0.637, -1.269], [0.436, -1.629, -1.365], [0.156, 1.810, 4.750], [1.040, 2.148, 4.899], [0.150, 1.554, 3.828], [-2.079, -1.697, 1.770], [-2.176, -0.745, 1.793], [-1.299, -1.846, 1.236]], "forces_ev_per_a": [[-0.36, -1.51, -0.07], [0.55, 1.63, 0.31], [0.49, -0.35, -1.28], [0.02, -0.24, -0.03], [-0.11, 0.25, -0.05], [-0.44, 0.12, 0.47], [0.69, -0.46, 0.29], [-0.79, 0.45, -0.07], [-0.39, -0.54, 2.37], [0.05, 0.35, -0.56], [0.41, 0.26, -0.78], [0.13, 0.08, -0.17], [-0.04, 0.28, -0.08], [0.05, -0.10, -0.16], [0.28, -0.27, -0.25], [-0.09, 0.40, -0.08], [-0.30, -0.25, -0.18], [-1.21, 0.96, -1.58], [-0.48, 1.04, -0.22], [0.68, -2.28, 0.16], [-0.37, 0.07, 0.43], [0.66, 0.14, -0.81], [1.27, -0.68, 0.59], [-0.23, 0.19, 0.47], [0.25, -0.96, 0.21], [1.14, 0.36, 0.27], [0.00, 0.37, -0.15], [-0.80, 0.22, 0.29], [0.50, -0.16, -0.15], [0.35, -0.26, 0.28], [-0.36, 0.35, 0.32], [-0.22, -0.01, 0.09], [-0.34, 0.19, 0.24], [-0.64, 0.37, -0.61], [-0.60, -0.63, 0.65], [-0.01, 0.59, 0.68], [-0.48, -0.38, -1.04], [0.65, 0.01, -1.14], [-0.16, 0.14, 1.52], [-0.05, 0.50, 1.40], [0.89, -0.37, 0.23], [-0.02, 0.05, 0.01], [0.15, 0.67, -1.00], [0.15, -0.92, -0.33], [-0.13, 0.50, -0.25], [0.32, -0.50, -0.02], [0.10, 0.14, -0.44], [-0.18, -0.23, 0.07], [-0.18, 0.13, 0.09], [0.58, 0.55, -1.00], [-1.09, -0.30, 0.51], [-1.02, 0.82, -0.64], [1.10, 1.28, -0.05], [-2.21, 0.15, -2.01], [-0.32, -2.46, -0.24], [0.95, 2.20, 2.51], [0.51, -1.16, 0.64], [0.14, -0.55, 0.46], [0.23, 0.61, 0.38], [-0.26, -0.26, -0.35], [-0.02, 0.37, -1.33], [0.40, -0.70, 0.68], [-0.34, 0.69, 0.03], [0.57, -0.33, -1.05], [-0.43, -0.19, -0.57], [-0.37, -0.01, 0.65], [0.67, -0.50, -0.01], [0.20, 0.07, 0.63], [-0.41, 0.01, -0.25], [-1.01, 1.21, 0.51], [-0.91, -2.03, -0.93], [-0.37, -0.28, 1.44], [0.55, 0.10, -0.26], [0.85, 0.12, 0.70], [0.13, -0.93, -0.14], [-0.28, -0.40, 0.00], [0.55, 0.17, 0.16], [0.05, 0.13, 0.33], [0.07, 0.59, 0.26], [0.70, 0.05, -0.61], [-0.47, 0.42, -0.53], [0.31, 0.72, 0.12], [-0.26, -0.19, -0.39], [0.46, 0.54, 0.12], [0.06, -0.22, -0.51], [0.11, 0.42, 0.19], [-0.28, -0.02, -0.05], [0.12, -0.36, 0.01], [0.07, 0.14, 0.32], [0.23, 0.06, 0.13], [-0.27, -0.07, -0.16], [-0.15, -0.21, 0.13], [-0.17, 0.31, 0.32], [0.26, -0.26, -0.11]], "mulliken_spin": [-0.0256, -0.0312, 0.8765, 0.0057, -0.0002, 0.0070, 0.0525, 0.1139, 0.0000, 0.0004, 0.0000, 0.0002, 0.0000, 0.0000, -0.0001, -0.0003, 0.0000, 0.0004, 0.0002, 0.0001, 0.0000, 0.0000, 0.0000, 0.0000, -0.0006, -0.0001, 0.0000, -0.0001, 0.0000, 0.0000, 0.0000, 0.0000, -0.0010, 0.0000, -0.0001, 0.0004, 0.0000, 0.0000, -0.0007, -0.0002, 0.0000, 0.0000, 0.0000, 0.0000, 0.0004, 0.0000, 0.0007, 0.0000, 0.0000, 0.0000, 0.0000, 0.0035, -0.0005, 0.0001, 0.0000, 0.0000, 0.0000, -0.0040, 0.0000, 0.0000, 0.0000, -0.0001, 0.0000, 0.0000, 0.0000, 0.0000, 0.0000, 0.0001, 0.0000, 0.0003, 0.0019, -0.0001, 0.0000, 0.0000, 0.0000, 0.0000, 0.0000, 0.0000, 0.0033, -0.0010, 0.0002, 0.0006, -0.0004, 0.0000, 0.0000, 0.0015, 0.0015, -0.0003, 0.0033, 0.0000, -0.0057, -0.0003, -0.0023, 0.0004]}

{"formula": "C20H63N5O9", "method": "ωB97M-V with the def2-TZVPD basis set", "smiles": "COC[C@H](C)N.COC[C@H](C)N.COC[C@H](C)N.COC[C@H](C)N.COC[C@H](C)N.O.O.O.O", "orbital_gap_ev": 9.06, "charge": 0, "de_lowest_kj_mol": 171.50, "homo_energy_ev": -9.15, "energy_ha": -1750.613234, "multiplicity": 1, "elements": ["O", "H", "H", "O", "H", "H", "O", "H", "H", "O", "H", "H", "C", "C", "C", "O", "C", "N", "H", "H", "H", "H", "H", "H", "H", "H", "H", "H", "H", "C", "C", "C", "O", "C", "N", "H", "H", "H", "H", "H", "H", "H", "H", "H", "H", "H", "C", "C", "C", "O", "C", "N", "H", "H", "H", "H", "H", "H", "H", "H", "H", "H", "H", "C", "C", "C", "O", "C", "N", "H", "H", "H", "H", "H", "H", "H", "H", "H", "H", "H", "C", "C", "C", "O", "C", "N", "H", "H", "H", "H", "H", "H", "H", "H", "H", "H", "H"], "positions_angstrom": [[-1.034, -0.183, -0.489], [-0.240, -0.358, 0.061], [-0.694, 0.188, -1.309], [1.768, 1.667, -2.947], [1.117, 2.158, -2.429], [1.321, 1.481, -3.781], [-3.863, 0.035, -0.683], [-2.960, -0.110, -0.357], [-4.113, -0.806, -1.133], [1.003, -0.637, 1.324], [0.709, -0.634, 2.245], [1.371, -1.521, 1.185], [-6.712, -2.693, -3.562], [-6.350, -3.041, -2.136], [-4.877, -3.338, -1.970], [-4.094, -2.174, -2.231], [-2.797, -2.536, -2.670], [-6.876, -1.977, -1.258], [-6.083, -1.904, -3.979], [-7.738, -2.335, -3.658], [-6.693, -3.546, -4.247], [-6.923, -3.932, -1.863], [-4.630, -4.202, -2.597], [-4.623, -3.612, -0.937], [-2.211, -1.619, -2.706], [-2.861, -2.917, -3.693], [-2.273, -3.249, -2.029], [-6.308, -1.133, -1.365], [-6.614, -2.212, -0.298], [4.766, 0.102, -1.585], [4.229, 0.105, -0.145], [5.222, 0.513, 0.919], [6.369, -0.302, 0.876], [7.453, 0.197, 1.636], [3.067, 1.008, -0.118], [5.084, 1.139, -1.748], [3.963, -0.014, -2.315], [5.522, -0.656, -1.764], [3.802, -0.893, 0.020], [4.691, 0.340, 1.870], [5.449, 1.583, 0.885], [7.691, 1.259, 1.529], [8.285, -0.439, 1.354], [7.240, 0.092, 2.707], [2.767, 1.133, -1.076], [2.277, 0.576, 0.348], [-6.200, -0.725, 5.328], [-4.788, -0.242, 5.713], [-4.280, 0.706, 4.641], [-3.669, -0.069, 3.633], [-3.265, 0.654, 2.493], [-4.904, 0.480, 6.995], [-6.853, 0.140, 5.223], [-6.635, -1.462, 6.006], [-6.164, -1.249, 4.369], [-4.092, -1.076, 5.851], [-3.582, 1.406, 5.121], [-5.078, 1.314, 4.203], [-2.546, 1.440, 2.783], [-4.097, 1.209, 2.057], [-2.672, 0.010, 1.852], [-5.220, -0.234, 7.648], [-3.952, 0.691, 7.293], [5.685, -3.478, -3.620], [4.402, -4.325, -3.770], [3.158, -3.446, -3.886], [2.763, -2.929, -2.633], [1.655, -2.059, -2.835], [4.569, -5.233, -4.868], [5.601, -2.930, -2.679], [5.682, -2.664, -4.353], [6.588, -4.072, -3.705], [4.263, -4.805, -2.796], [2.341, -4.011, -4.359], [3.334, -2.648, -4.626], [1.374, -1.730, -1.833], [0.790, -2.498, -3.338], [1.861, -1.115, -3.350], [4.685, -4.775, -5.769], [3.762, -5.821, -5.065], [1.627, 7.849, 1.603], [1.100, 6.519, 2.132], [1.316, 5.341, 1.166], [0.369, 4.327, 1.484], [0.689, 3.076, 0.929], [1.776, 6.265, 3.406], [1.130, 8.218, 0.701], [2.696, 7.856, 1.377], [1.456, 8.637, 2.336], [0.022, 6.629, 2.257], [2.331, 4.966, 1.308], [1.062, 5.660, 0.149], [-0.017, 2.344, 1.329], [1.683, 2.767, 1.255], [0.542, 3.042, -0.157], [2.746, 5.999, 3.278], [1.356, 5.447, 3.840]], "forces_ev_per_a": [[0.56, -0.10, 0.02], [-0.45, 0.12, -0.08], [-0.13, 0.02, 0.04], [-0.33, -0.05, 0.00], [0.13, 0.07, -0.06], [0.09, 0.05, 0.02], [-0.26, -0.45, -0.09], [-0.21, 0.03, -0.23], [0.46, 0.74, 0.32], [0.04, -0.47, 0.28], [-0.02, 0.09, -0.11], [0.00, 0.12, 0.03], [-0.32, 0.10, -0.99], [-0.91, 0.47, 0.23], [0.04, -0.02, 0.76], [0.03, -1.00, -0.56], [0.11, 0.75, -0.55], [1.01, 0.14, 0.64], [0.13, -0.07, 0.12], [0.00, 0.08, 0.44], [0.42, -0.10, 0.17], [0.25, -0.16, 0.02], [0.31, 0.28, -0.27], [-0.35, -0.27, 0.00], [0.02, 0.01, 0.11], [0.07, -0.24, 0.06], [-0.26, -0.08, 0.17], [-0.28, 0.04, -0.49], [-0.40, -0.22, -0.03], [-0.17, 0.82, 0.48], [-1.14, -0.64, -1.42], [-0.58, -0.57, 0.73], [0.24, 0.68, -0.41], [-0.36, -0.59, 0.52], [-0.01, 0.40, -0.02], [0.67, -0.23, -0.26], [-0.15, -0.40, 0.21], [0.27, 0.29, 0.04], [0.72, -0.26, 0.46], [0.16, 0.22, 0.17], [0.11, 0.00, -0.38], [-0.14, 0.03, -0.69], [0.28, 0.21, 0.19], [0.07, -0.25, 0.09], [0.00, 0.23, -0.01], [0.28, 0.11, 0.19], [0.58, -0.55, -0.41], [-1.24, 0.13, 0.16], [0.47, -0.14, -0.01], [0.10, -0.37, 0.03], [0.74, 1.12, 1.03], [0.34, -0.35, -0.03], [-0.09, -0.03, 0.15], [0.08, 0.25, 0.33], [0.08, 0.20, -0.11], [-0.01, -0.08, -0.56], [0.28, 0.03, -0.25], [-0.21, -0.01, 0.13], [-0.03, 0.04, 0.18], [-0.07, -0.52, -0.57], [-0.67, -0.25, -0.35], [-0.14, 0.34, 0.22], [-0.16, 0.19, 0.11], [-1.16, 0.68, 0.03], [0.28, 1.14, 0.68], [0.12, -0.03, -0.86], [-0.57, 0.49, -1.06], [0.02, 0.60, 1.23], [-0.32, -0.99, -0.97], [0.38, -0.29, 0.19], [0.19, -0.28, -0.35], [0.02, -0.03, 0.17], [0.12, -0.77, -0.35], [-0.09, -0.30, 0.38], [0.19, 0.27, 0.27], [-0.31, -0.17, 0.03], [0.11, -0.49, 0.05], [0.63, -0.21, -0.32], [0.41, 0.46, 0.32], [-0.03, -0.05, 0.62], [-0.07, 0.59, -0.39], [1.00, -0.08, -0.46], [-1.24, 0.49, 0.02], [0.07, 0.05, 0.40], [-0.40, -0.30, 0.61], [-0.75, -0.37, 0.67], [-0.12, -0.41, -0.09], [0.05, -0.27, 0.12], [0.08, -0.18, 0.22], [0.01, -0.14, 0.41], [0.15, -0.01, -0.47], [0.67, 0.02, -0.24], [-0.09, 0.13, 0.09], [0.17, -0.03, -0.51], [0.42, 0.19, -0.11], [0.05, 0.25, -0.31], [-0.08, 0.13, 0.05]], "lowdin_charge": [-0.0675, -0.0009, 0.0405, -0.0547, 0.0331, 0.0481, -0.0924, -0.0236, -0.0013, -0.0464, 0.0835, 0.0793, -0.0725, -0.4347, -0.1962, -0.2343, -0.0950, 0.0442, 0.0795, 0.0769, 0.0766, 0.1375, 0.1268, 0.1325, 0.0783, 0.0941, 0.0959, 0.0655, 0.0748, -0.0409, -0.4201, -0.2208, -0.1812, -0.1110, 0.0512, 0.0913, 0.0555, 0.0669, 0.1295, 0.1252, 0.1258, 0.0849, 0.0869, 0.0839, 0.0230, 0.0229, -0.0650, -0.4335, -0.2228, -0.1874, -0.1044, 0.0174, 0.0786, 0.0696, 0.0767, 0.1356, 0.1224, 0.1275, 0.0839, 0.0942, 0.0693, 0.0679, 0.0671, -0.0520, -0.4462, -0.2380, -0.1638, -0.1149, 0.0301, 0.0635, 0.0762, 0.0749, 0.1407, 0.1188, 0.1262, 0.0755, 0.0853, 0.0717, 0.0784, 0.0725, -0.0808, -0.4262, -0.1996, -0.1939, -0.1218, 0.0277, 0.0730, 0.0759, 0.0735, 0.1402, 0.1233, 0.1263, 0.0770, 0.0719, 0.0790, 0.0684, 0.0694]}

Question: What is the formula in the first record?
Answer: C20H61N4O9